This record from the OMol25 dataset describes C45H84F24N9O20S8 as an isolated structure. The level of theory is wB97M-V/def2-TZVPD.

Computed properties:
Net charge: +1
Highest occupied orbital energy in eV: -10.94
Total energy in Eh: -9344.2778

Last column: Mulliken charge in e.
Geometry (Å):
C  1.27  1.24  -1.97  0.832
N  1.09  -0.16  -1.48  1.684
C  1.13  -1.14  -2.66  0.286
C  2.18  -0.42  -0.47  0.544
C  -0.32  -0.31  -0.81  0.316
C  -0.35  0.18  0.60  0.893
O  -0.30  1.58  0.60  2.111
H  2.31  1.41  -2.30  0.393
H  1.00  1.86  -1.13  -0.896
H  0.52  1.46  -2.72  -0.452
H  2.02  -0.91  -3.24  -0.384
H  0.27  -0.88  -3.27  0.225
H  1.10  -2.17  -2.30  -0.252
H  2.30  0.31  0.32  -0.337
H  3.10  -0.42  -1.04  -0.283
H  1.94  -1.41  -0.06  -0.111
H  -0.44  -1.38  -0.75  -1.001
H  -1.03  0.25  -1.38  -0.384
H  0.42  -0.31  1.23  0.148
H  -1.28  -0.15  1.09  0.161
H  -0.15  1.92  1.51  -1.267
C  -6.95  -0.03  -0.35  -0.883
N  -5.85  0.49  0.45  0.588
C  -6.08  1.93  0.55  -0.670
C  -5.70  -0.05  1.83  -0.708
C  -4.56  0.31  -0.26  1.766
C  -4.25  -1.12  -0.88  -0.869
O  -3.08  -1.16  -1.75  -0.020
H  -6.93  0.53  -1.27  0.335
H  -7.88  0.15  0.15  0.420
H  -6.90  -1.13  -0.56  0.317
H  -6.39  2.31  -0.43  0.315
H  -5.15  2.35  0.91  0.145
H  -6.89  2.16  1.29  0.330
H  -5.39  -1.11  1.78  0.329
H  -6.56  0.04  2.51  0.359
H  -4.92  0.47  2.34  0.104
H  -3.79  0.54  0.48  -0.994
H  -4.52  1.11  -1.00  -0.209
H  -5.10  -1.49  -1.47  0.279
H  -4.03  -1.79  -0.03  0.145
H  -3.39  -0.53  -2.43  -0.136
C  -1.29  6.00  -2.23  -1.671
C  -0.19  5.86  -1.24  1.537
C  1.06  6.71  -1.59  -1.253
C  1.85  6.97  -0.22  -0.198
C  1.10  7.86  0.74  -1.697
C  -0.44  7.68  0.79  1.144
N  -0.79  6.34  0.10  1.252
O  -1.71  5.57  0.56  -0.303
C  -1.20  8.74  -0.10  -1.577
C  -1.15  7.74  2.09  -1.476
C  0.11  4.41  -0.99  -1.162
H  -2.06  5.30  -1.88  0.152
H  -0.94  5.53  -3.15  0.378
H  -1.66  7.00  -2.41  0.489
H  0.72  7.63  -2.08  0.470
H  1.64  6.11  -2.31  0.545
H  2.83  7.44  -0.43  0.542
H  2.00  6.01  0.29  -0.120
H  1.33  8.89  0.54  0.577
H  1.50  7.88  1.71  0.603
H  -0.79  8.89  -1.11  0.330
H  -1.10  9.68  0.43  0.510
H  -2.24  8.37  -0.20  0.365
H  -0.79  8.59  2.66  0.454
H  -0.87  6.84  2.65  0.299
H  -2.22  7.88  1.97  0.392
H  0.72  4.36  -0.10  -0.207
H  0.68  4.06  -1.86  0.739
H  -0.78  3.82  -0.74  -0.237
C  4.29  -7.52  -1.23  -1.159
C  3.83  -7.41  -2.79  1.372
C  2.53  -6.53  -2.97  -1.685
C  2.84  -5.07  -2.83  0.787
C  3.92  -4.56  -3.75  -0.996
C  5.25  -5.24  -3.59  1.450
N  5.02  -6.72  -3.52  0.713
O  5.96  -7.55  -4.09  -0.303
C  5.85  -4.83  -2.17  -1.376
C  6.15  -4.93  -4.74  -1.733
C  3.69  -8.75  -3.38  -1.566
H  3.67  -8.31  -0.73  0.460
H  4.10  -6.57  -0.71  0.084
H  5.39  -7.66  -1.24  0.320
H  1.82  -6.88  -2.21  0.559
H  1.98  -6.79  -3.87  0.464
H  3.04  -4.89  -1.72  -0.657
H  2.06  -4.37  -3.10  0.530
H  4.09  -3.51  -3.67  -0.115
H  3.62  -4.69  -4.82  0.421
H  6.27  -3.84  -2.36  0.517
H  6.71  -5.48  -1.84  0.351
H  5.14  -4.77  -1.32  0.075
H  5.88  -5.55  -5.59  0.479
H  7.17  -5.28  -4.47  0.419
H  6.20  -3.85  -4.95  0.350
H  4.36  -9.59  -3.16  0.353
H  3.87  -8.60  -4.50  0.416
H  2.63  -9.00  -3.33  0.407
C  -1.56  1.74  8.87  -0.995
C  -1.58  0.19  8.96  -0.801
C  -0.58  -0.59  8.09  -0.365
C  -1.03  -0.42  6.65  -0.631
N  -0.23  -1.12  5.54  0.505
C  -1.08  -0.89  4.26  1.870
C  -2.09  -2.02  4.26  -0.349
C  -1.68  -2.98  5.41  -1.088
C  -0.20  -2.67  5.71  -0.515
C  1.10  -0.52  5.51  -0.876
H  -2.15  1.99  7.99  0.182
H  -0.56  2.18  8.80  0.283
H  -2.16  2.10  9.70  0.396
H  -2.61  -0.12  8.75  0.351
H  -1.41  -0.07  10.01  0.447
H  -0.57  -1.62  8.42  0.330
H  0.45  -0.21  8.19  0.317
H  -1.03  0.62  6.35  0.009
H  -2.06  -0.80  6.55  0.477
H  -0.36  -0.98  3.42  -1.140
H  -1.56  0.07  4.34  -0.768
H  -2.13  -2.50  3.29  -0.106
H  -3.08  -1.66  4.47  0.647
H  -1.68  -4.05  5.18  0.608
H  -2.27  -2.76  6.31  0.385
H  0.34  -3.03  4.86  0.575
H  0.20  -2.89  6.71  0.336
H  1.55  -0.68  6.51  0.413
H  1.03  0.55  5.27  0.173
H  1.59  -1.11  4.72  0.359
C  -1.87  1.95  -4.31  0.580
F  -1.56  0.74  -3.82  -0.237
F  -0.75  2.64  -4.30  -0.230
F  -2.29  1.85  -5.58  -0.244
S  -3.11  2.75  -3.19  0.854
O  -2.50  2.76  -1.90  -0.431
O  -3.60  3.98  -3.77  -0.697
N  -4.21  1.46  -3.09  -0.468
S  -5.51  1.49  -4.02  0.881
O  -6.63  1.61  -3.10  -0.754
O  -5.56  2.28  -5.26  -0.633
C  -5.51  -0.21  -4.62  0.758
F  -5.79  -1.07  -3.58  -0.250
F  -6.43  -0.42  -5.52  -0.219
F  -4.32  -0.65  -5.06  -0.184
C  3.02  -1.40  -6.30  0.670
F  4.24  -1.94  -6.56  -0.216
F  2.29  -1.41  -7.43  -0.231
F  2.38  -2.24  -5.48  -0.219
S  3.11  0.36  -5.75  0.716
O  3.63  1.05  -6.91  -0.624
O  1.79  0.60  -5.31  -0.470
N  4.01  0.34  -4.34  -0.132
S  5.54  0.35  -4.45  0.990
O  6.20  -0.60  -5.32  -0.602
O  6.06  1.68  -4.44  -0.702
C  5.82  -0.09  -2.68  0.511
F  5.43  0.86  -1.80  -0.234
F  5.12  -1.21  -2.42  -0.109
F  7.08  -0.34  -2.42  -0.233
C  -2.71  2.40  2.61  0.187
F  -2.73  3.02  1.39  -0.074
F  -3.92  2.59  3.12  -0.317
F  -2.55  1.11  2.42  0.246
S  -1.53  3.14  3.88  0.868
O  -1.84  4.52  3.93  -0.594
O  -1.59  2.36  5.08  -0.603
N  -0.16  2.84  3.06  -0.706
S  0.97  3.82  3.30  0.763
O  0.73  5.06  2.59  -0.491
O  1.44  3.89  4.68  -0.736
C  2.40  3.15  2.43  0.513
F  3.36  4.03  2.74  -0.259
F  2.77  1.94  2.80  -0.193
F  2.40  3.18  1.11  -0.195
C  2.08  -4.57  1.47  0.373
F  1.68  -5.75  1.06  -0.184
F  2.69  -4.68  2.66  -0.235
F  2.97  -4.03  0.67  -0.249
S  0.69  -3.35  1.83  0.762
O  0.00  -3.93  2.98  -0.583
O  1.33  -2.02  1.98  -0.650
N  -0.18  -3.42  0.48  -0.114
S  -1.47  -4.26  0.52  0.998
O  -1.36  -5.54  1.16  -0.705
O  -2.59  -3.43  0.95  -0.679
C  -1.58  -4.65  -1.23  0.578
F  -2.91  -4.92  -1.27  -0.233
F  -1.33  -3.67  -2.09  -0.091
F  -0.87  -5.71  -1.54  -0.251

---

This record from the OMol25 dataset describes a 12-piece molecular cluster, C45H84O21 overall. The level of theory is wB97M-V/def2-TZVPD.

Computed properties:
Net charge: +1
Highest occupied orbital energy (alpha / beta) in eV: -11.25 / -11.25
2S+1: 2
Total energy in Eh: -3344.5837

Last column: Mulliken spin population.
Geometry (Å):
C  -2.18  1.45  -1.02  0.001
O  -1.11  0.52  -0.96  0.006
C  -0.53  0.23  0.21  0.000
O  -0.75  0.61  1.32  0.001
O  0.51  -0.54  -0.18  0.005
C  1.27  -1.17  0.84  0.001
H  -2.14  1.74  -2.07  0.000
H  -2.01  2.36  -0.44  0.001
H  -3.13  0.93  -0.85  0.000
H  1.81  -0.46  1.47  -0.001
H  2.03  -1.89  0.52  -0.001
H  0.69  -1.79  1.52  0.000
C  -4.19  3.81  0.76  0.000
O  -4.82  2.58  1.06  0.000
C  -5.40  2.28  2.28  0.000
O  -5.39  2.96  3.34  0.000
O  -6.07  1.11  2.16  0.000
C  -6.52  0.65  0.91  0.000
H  -4.31  4.05  -0.30  0.000
H  -3.19  3.95  1.17  0.000
H  -4.77  4.63  1.19  0.000
H  -7.22  -0.18  1.04  0.000
H  -5.68  0.22  0.37  0.000
H  -7.08  1.37  0.31  0.000
C  2.90  1.29  3.38  0.000
O  2.96  2.45  4.20  0.000
C  1.83  2.84  4.83  0.000
O  0.71  2.34  4.69  0.000
O  2.12  3.79  5.72  0.000
C  1.04  4.29  6.48  0.000
H  1.99  1.28  2.77  0.000
H  2.85  0.44  4.06  0.000
H  3.81  1.10  2.81  0.000
H  1.36  4.99  7.25  0.000
H  0.53  3.49  7.02  0.000
H  0.30  4.91  5.97  0.000
C  4.28  2.11  -1.87  0.026
C  3.21  1.35  -1.13  0.024
C  2.24  1.08  -2.23  0.027
O  3.13  0.80  -3.29  0.694
C  4.31  1.60  -3.27  -0.038
H  5.28  2.13  -1.43  -0.001
H  4.08  3.19  -1.82  0.002
H  2.76  1.98  -0.36  0.002
H  3.63  0.48  -0.63  0.005
H  1.66  1.99  -2.41  0.083
H  1.63  0.18  -2.18  0.017
H  4.27  2.43  -3.97  0.078
H  5.17  0.97  -3.49  0.042
C  2.35  -2.92  -3.91  0.001
C  3.04  -4.23  -4.24  0.000
C  4.21  -4.27  -3.27  -0.001
O  3.61  -3.72  -2.08  0.020
C  2.64  -2.72  -2.47  0.008
H  1.27  -2.90  -4.07  0.001
H  2.71  -2.15  -4.59  0.002
H  3.33  -4.16  -5.29  0.000
H  2.46  -5.15  -4.24  0.000
H  5.05  -3.63  -3.55  0.002
H  4.59  -5.27  -3.10  0.001
H  2.98  -1.68  -2.43  -0.004
H  1.70  -2.81  -1.93  -0.001
C  0.27  -0.16  -5.26  0.008
C  -0.70  -1.14  -5.84  0.001
C  -2.12  -0.45  -5.80  0.000
O  -1.83  0.87  -5.36  0.000
C  -0.65  0.88  -4.56  -0.002
H  0.85  0.37  -6.03  0.000
H  1.00  -0.52  -4.53  -0.009
H  -0.73  -2.07  -5.28  0.000
H  -0.30  -1.47  -6.80  0.000
H  -2.84  -0.94  -5.14  0.000
H  -2.51  -0.40  -6.81  0.000
H  -0.81  0.81  -3.49  0.003
H  -0.19  1.85  -4.69  -0.002
C  0.77  6.34  1.31  0.000
C  -0.14  5.30  0.63  0.000
C  0.56  3.96  0.95  -0.003
O  1.86  4.30  1.31  0.000
C  1.89  5.54  2.02  0.000
H  0.14  6.96  1.96  0.000
H  1.22  7.11  0.69  0.000
H  -0.07  5.36  -0.46  0.000
H  -1.21  5.35  0.83  0.000
H  0.50  3.21  0.16  0.004
H  0.10  3.47  1.81  0.000
H  2.85  6.04  1.88  0.000
H  1.73  5.37  3.08  0.000
C  -1.69  -3.43  -1.00  0.000
C  -1.48  -3.13  -2.47  0.000
C  -2.83  -2.52  -2.86  0.000
O  -3.71  -2.73  -1.79  0.000
C  -2.94  -2.68  -0.61  0.000
H  -0.79  -3.24  -0.41  0.000
H  -1.93  -4.48  -0.87  0.000
H  -1.18  -4.07  -2.95  0.000
H  -0.67  -2.40  -2.48  0.000
H  -3.29  -2.87  -3.78  0.000
H  -2.71  -1.47  -3.11  0.000
H  -3.41  -3.20  0.23  0.000
H  -2.85  -1.61  -0.40  0.000
C  4.56  -3.45  1.47  0.000
C  3.49  -4.50  1.37  0.000
C  4.33  -5.65  0.92  0.000
O  5.56  -5.53  1.59  0.000
C  5.73  -4.23  2.14  0.000
H  4.20  -2.63  2.09  0.000
H  4.85  -2.99  0.53  0.000
H  2.69  -4.40  0.64  0.000
H  3.10  -4.71  2.37  0.000
H  4.36  -5.66  -0.17  0.000
H  3.83  -6.57  1.22  0.000
H  6.68  -3.83  1.80  0.000
H  5.58  -4.17  3.21  0.000
O  -1.05  3.89  -2.50  0.000
C  -1.59  4.95  -2.87  -0.001
O  -1.19  5.62  -3.91  0.000
C  -1.83  6.86  -4.08  0.000
C  -3.17  6.65  -3.45  0.000
C  -2.85  5.62  -2.38  0.000
H  -1.88  7.21  -5.11  0.000
H  -1.26  7.58  -3.49  0.000
H  -3.70  6.17  -4.27  0.000
H  -3.64  7.54  -3.03  0.000
H  -3.63  4.86  -2.25  0.000
H  -2.67  6.05  -1.40  0.000
O  -1.88  -4.99  1.57  0.000
C  -1.15  -4.95  2.58  0.000
O  -0.28  -3.98  2.89  0.000
C  0.45  -4.34  4.07  0.000
C  0.08  -5.84  4.38  0.000
C  -1.22  -6.02  3.71  0.000
H  0.03  -3.59  4.74  0.000
H  1.50  -4.10  3.92  0.000
H  0.05  -6.09  5.44  0.000
H  0.79  -6.57  3.99  0.000
H  -2.05  -5.65  4.30  0.000
H  -1.40  -7.04  3.36  0.000
O  -2.66  -3.66  5.58  0.000
C  -2.65  -2.61  4.98  0.000
O  -1.62  -1.78  5.02  0.000
C  -1.79  -0.56  4.35  0.000
C  -3.06  -0.74  3.50  0.000
C  -3.68  -2.07  3.98  0.000
H  -0.99  -0.35  3.65  0.000
H  -1.89  0.23  5.10  0.000
H  -2.84  -0.73  2.43  0.000
H  -3.81  0.01  3.71  0.000
H  -3.81  -2.80  3.18  0.000
H  -4.60  -1.89  4.52  0.000

---

This record from the OMol25 dataset describes a 8-piece molecular cluster, C45H88IN2O10 overall. The level of theory is wB97M-V/def2-TZVPD.

Computed properties:
Net charge: +1
Highest occupied orbital energy in eV: -10.29
Total energy in Eh: -2926.6803

Last column: Mulliken charge in e.
Geometry (Å):
C  3.95  -3.46  -2.63  -1.112
C  3.89  -1.97  -2.78  0.732
O  2.98  -1.48  -3.33  -0.404
O  4.92  -1.21  -2.30  -0.413
C  4.48  -0.25  -1.32  0.361
C  4.97  -0.72  0.05  -0.601
C  4.35  0.02  1.25  -0.270
N  2.92  0.41  1.06  0.254
C  2.49  1.24  2.26  -0.965
C  1.79  0.43  3.34  -0.217
C  2.16  -1.07  3.39  -0.816
C  1.88  -1.69  2.01  -1.954
I  2.99  -3.53  1.72  0.029
C  2.00  -0.71  0.81  0.547
C  0.59  -0.27  0.42  -1.240
C  0.55  0.79  -0.70  -0.961
C  -0.58  0.59  -1.71  -1.588
C  -0.50  -0.79  -2.39  -0.506
N  -1.00  -0.68  -3.77  0.118
C  0.08  -0.26  -4.71  -1.003
C  -1.45  -1.99  -4.21  0.524
C  -0.65  -3.22  -3.80  -1.044
O  -2.39  -2.09  -4.89  -0.495
H  4.96  -3.84  -2.77  0.389
H  3.56  -3.78  -1.66  0.142
H  3.32  -3.89  -3.40  0.408
H  4.96  0.68  -1.61  0.332
H  3.41  -0.09  -1.39  -0.406
H  6.04  -0.51  0.08  0.470
H  4.89  -1.80  0.16  0.080
H  4.51  -0.59  2.13  0.146
H  4.92  0.93  1.40  0.505
H  2.91  1.07  0.28  0.582
H  3.31  1.84  2.63  0.782
H  1.76  1.94  1.87  0.220
H  2.02  0.85  4.31  0.721
H  0.71  0.47  3.26  -0.205
H  3.20  -1.18  3.70  0.110
H  1.58  -1.55  4.17  0.758
H  0.85  -2.02  2.02  1.208
H  2.35  -1.30  -0.03  0.323
H  0.02  0.10  1.28  0.390
H  0.07  -1.17  0.09  0.677
H  1.51  0.91  -1.21  0.378
H  0.37  1.76  -0.22  0.387
H  -1.55  0.75  -1.26  0.312
H  -0.42  1.33  -2.49  0.404
H  0.55  -1.11  -2.40  0.176
H  -1.12  -1.47  -1.81  0.724
H  0.31  -1.08  -5.40  0.509
H  1.01  -0.03  -4.18  0.343
H  -0.24  0.56  -5.33  0.215
H  -0.86  -3.45  -2.76  0.242
H  0.42  -3.03  -3.86  0.228
H  -0.92  -4.08  -4.40  0.421
C  -3.20  2.36  5.68  -0.493
C  -2.97  2.64  4.20  -0.451
C  -1.46  2.67  4.12  -0.063
O  -0.98  1.77  5.12  -0.388
C  -2.06  1.41  5.99  -0.150
H  -4.18  1.93  5.90  0.262
H  -3.09  3.28  6.26  0.325
H  -3.37  1.82  3.60  0.079
H  -3.44  3.57  3.86  0.412
H  -1.06  3.67  4.34  0.264
H  -1.08  2.36  3.14  -0.043
H  -2.34  0.37  5.78  0.025
H  -1.73  1.47  7.03  0.270
C  -3.61  0.29  -7.38  -0.575
C  -3.81  1.31  -8.48  -0.533
C  -2.42  1.90  -8.62  -0.092
O  -1.50  0.86  -8.28  -0.493
C  -2.21  -0.23  -7.68  0.331
H  -4.36  -0.50  -7.36  0.403
H  -3.62  0.78  -6.40  0.262
H  -4.10  0.81  -9.41  0.306
H  -4.57  2.06  -8.26  0.293
H  -2.27  2.73  -7.92  0.139
H  -2.21  2.26  -9.63  0.167
H  -2.24  -1.05  -8.40  0.332
H  -1.68  -0.57  -6.80  -0.561
C  -5.30  -1.94  3.73  -0.027
C  -6.20  -0.86  3.14  -0.699
C  -6.41  0.06  4.33  -0.485
O  -5.22  -0.03  5.13  -0.381
C  -4.42  -1.13  4.67  -0.337
H  -4.73  -2.49  2.98  -0.085
H  -5.90  -2.65  4.29  0.274
H  -5.68  -0.33  2.34  0.275
H  -7.14  -1.24  2.73  0.381
H  -7.25  -0.26  4.95  0.315
H  -6.57  1.10  4.04  0.287
H  -3.55  -0.73  4.14  0.057
H  -4.08  -1.71  5.52  0.345
C  -2.70  -5.82  1.81  -0.613
C  -3.55  -5.80  3.08  -0.600
C  -2.82  -4.77  3.93  -0.386
O  -2.22  -3.84  3.02  -0.220
C  -2.30  -4.36  1.69  -0.246
H  -3.23  -6.19  0.93  0.366
H  -1.82  -6.44  1.97  0.302
H  -4.56  -5.44  2.84  0.223
H  -3.64  -6.77  3.56  0.386
H  -2.02  -5.24  4.51  0.328
H  -3.48  -4.24  4.61  0.130
H  -3.05  -3.78  1.14  0.225
H  -1.34  -4.23  1.19  0.157
C  7.69  4.52  2.26  -0.561
C  8.47  3.25  2.54  -0.622
C  7.50  2.17  2.08  -0.350
O  6.73  2.75  1.01  -0.357
C  6.96  4.17  0.97  -0.401
H  8.31  5.41  2.16  0.346
H  6.96  4.70  3.06  0.259
H  9.38  3.22  1.93  0.274
H  8.76  3.13  3.58  0.349
H  6.80  1.89  2.88  0.243
H  8.00  1.27  1.72  0.301
H  7.58  4.38  0.09  0.258
H  6.01  4.69  0.86  0.268
C  -4.56  7.10  -9.93  -0.555
C  -3.25  6.50  -10.41  -0.603
C  -2.96  5.47  -9.32  -0.242
O  -4.23  5.03  -8.83  -0.342
C  -5.26  5.89  -9.33  -0.438
H  -5.14  7.58  -10.72  0.337
H  -4.36  7.85  -9.16  0.261
H  -3.40  5.99  -11.37  0.282
H  -2.44  7.22  -10.54  0.360
H  -2.41  5.92  -8.49  0.251
H  -2.40  4.62  -9.69  0.146
H  -5.82  5.35  -10.09  0.278
H  -5.94  6.16  -8.52  0.267
C  1.86  -3.54  8.15  -0.530
C  3.02  -4.21  7.44  -0.591
C  3.13  -3.39  6.16  -0.247
O  2.70  -2.06  6.50  -0.342
C  2.08  -2.07  7.79  -0.375
H  1.84  -3.71  9.22  0.357
H  0.91  -3.89  7.73  0.231
H  3.93  -4.11  8.03  0.268
H  2.86  -5.27  7.24  0.333
H  2.47  -3.77  5.38  0.148
H  4.15  -3.35  5.77  0.303
H  2.76  -1.59  8.50  0.257
H  1.15  -1.50  7.75  0.227